# 1
Computed, not measured: C29H24FeO7S2 as an isolated structure at a distorted geometry, with ωB97M-V/def2-TZVPD.

Results
Lowest unoccupied orbital energy (spin up / spin down) = 0.1627 / 0.1541 Ha
Multiplicity = 5
Kohn-Sham gap (spin up / spin down) = 2.306 / 6.152 eV
Total charge = -2
Electronic energy = -100844.2613 eV

Each line ends with the Mulliken spin population.
Cartesian coordinates (Å):
O: -2.19639 4.62368 0.75026  0.010
C: -1.67372 3.74531 0.19276  -0.022
Fe: -0.71970 2.33867 -0.32500  2.047
C: -0.89408 1.65436 1.27326  -0.016
O: -0.81274 1.11879 2.30051  -0.015
C: 0.87206 2.95135 0.11149  -0.003
O: 1.88590 3.22915 0.62917  -0.024
C: -0.01792 1.05961 -1.74812  -0.014
C: 1.45563 0.84956 -2.04701  0.021
C: 2.05146 -0.53824 -2.43570  0.031
C: 2.03290 -1.68574 -1.43599  0.131
C: 0.82761 -1.80627 -0.74610  0.185
C: -0.45638 -1.25363 -0.95755  0.039
C: -0.88438 -0.03095 -1.45296  0.170
H: -0.42414 1.85698 -2.42631  0.060
H: 1.58743 1.47520 -2.94989  0.002
H: 2.10637 1.29222 -1.28676  -0.014
H: 1.55313 -0.89006 -3.36509  -0.013
H: 3.09324 -0.34400 -2.73173  0.015
H: 2.59520 -2.53026 -1.85740  0.003
H: 0.81109 -2.55540 0.04170  -0.029
H: -1.24169 -1.93021 -0.61718  0.021
H: -1.96150 0.10183 -1.64245  -0.009
C: 4.37077 0.43960 2.88285  0.052
C: 5.29452 -0.55889 2.59262  -0.015
C: 4.89908 -1.68009 1.86004  0.105
C: 3.63884 -1.71816 1.21342  -0.147
C: 3.28893 -2.67931 0.13007  0.431
S: 2.30695 -4.13249 0.79638  0.259
C: 3.14076 -5.70661 1.16531  -0.023
C: 3.29890 -6.62324 0.12564  0.125
C: 3.63588 -7.94451 0.42447  -0.065
C: 3.82198 -8.34599 1.74305  0.212
C: 3.69211 -7.42112 2.77891  -0.052
C: 3.33680 -6.09432 2.49282  0.091
O: 1.71414 -3.70593 2.04693  0.010
O: 1.47959 -4.53208 -0.34162  0.022
S: 4.74395 -3.51134 -0.60015  0.104
C: 6.08975 -2.44458 -1.16517  -0.003
C: 6.20796 -2.18613 -2.52862  0.040
C: 7.32329 -1.50254 -3.01832  -0.022
C: 8.32333 -1.06829 -2.13705  0.043
C: 8.20369 -1.32969 -0.76974  0.012
C: 7.11738 -2.06558 -0.29410  -0.006
O: 5.36874 -4.35153 0.39436  0.013
O: 4.17271 -4.12652 -1.80258  -0.003
C: 2.68696 -0.75920 1.62760  0.076
C: 3.04977 0.31270 2.44447  0.000
H: 4.65694 1.30484 3.47656  0.008
H: 6.31362 -0.48962 2.97921  0.005
H: 5.53365 -2.56187 1.87462  -0.019
H: 3.17660 -6.31161 -0.90451  0.046
H: 3.75706 -8.63961 -0.40325  -0.002
H: 4.07358 -9.38476 1.95813  0.041
H: 3.86340 -7.71992 3.81084  0.001
H: 3.23719 -5.34539 3.27479  0.024
H: 5.42992 -2.54897 -3.19802  0.020
H: 7.40572 -1.31831 -4.08893  0.000
H: 9.18900 -0.52458 -2.51631  0.012
H: 8.95362 -0.97533 -0.05900  0.005
H: 7.06101 -2.33394 0.75414  0.009
H: 1.66383 -0.87453 1.28804  0.016
H: 2.28091 1.01623 2.72222  0.001



# 2
Computed, not measured: C29H25AgN4OSe as an isolated structure at a distorted geometry, with ωB97M-V/def2-TZVPD.

Results
Lowest unoccupied orbital energy = -0.0293 Ha
Kohn-Sham gap = 5.432 eV
Electronic energy = -107831.3241 eV

Each line ends with the natural charge from an NBO analysis.
Cartesian coordinates (Å):
Ag: 1.08382 0.60298 -2.09665  0.689
C: -5.14076 -3.74806 9.56575  -0.264
O: -4.65070 -2.45367 9.06434  -0.490
C: -4.25702 -2.48778 7.74952  0.338
C: -4.17635 -1.16989 7.18588  -0.260
C: -3.51088 -0.94719 6.03327  -0.166
C: -2.94787 -2.02650 5.32159  -0.071
C: -2.98643 -3.31813 5.86240  -0.178
C: -3.62712 -3.57211 7.04079  -0.310
C: -2.19707 -1.62617 4.13175  0.369
N: -2.06005 -0.35994 3.75848  -0.463
C: -1.47326 -0.43447 2.54539  0.137
C: -1.21226 -1.77619 2.16045  0.075
N: -1.68375 -2.53984 3.22466  -0.522
C: -0.28612 -2.02245 1.07654  -0.071
C: 0.26537 -3.26030 0.75829  -0.147
C: 0.97237 -3.40511 -0.47765  -0.233
C: 1.15919 -2.31804 -1.28983  0.036
N: 0.70097 -1.10952 -0.94797  -0.498
C: 0.02951 -0.92740 0.16231  0.191
C: -0.45383 0.45648 0.52664  0.234
N: -0.22797 1.45193 -0.37718  -0.491
C: -0.67243 2.67070 -0.12690  0.059
C: -1.32288 3.02207 1.08328  -0.223
C: -1.57591 2.01629 2.02917  -0.136
C: -1.17233 0.72510 1.69993  -0.097
H: -6.16794 -3.55217 9.83757  0.199
H: -4.68264 -4.05307 10.49180  0.191
H: -4.92193 -4.59080 8.90719  0.188
H: -4.61892 -0.39893 7.83024  0.232
H: -3.34677 0.04602 5.54012  0.254
H: -2.50404 -4.11742 5.30021  0.196
H: -3.61576 -4.58773 7.37751  0.218
H: -1.46222 -3.52905 3.39993  0.428
H: 0.03997 -4.11760 1.41307  0.211
H: 1.34559 -4.35066 -0.75658  0.226
H: 1.72534 -2.47157 -2.24032  0.223
H: -0.26036 3.39175 -0.77340  0.219
H: -1.66578 4.03375 1.18896  0.227
H: -2.22703 2.23825 2.85944  0.240
C: 5.10799 2.66161 -9.00223  -0.627
C: 4.22638 2.66085 -7.75333  -0.014
C: 4.00653 1.45209 -7.00811  -0.236
C: 3.35913 1.40084 -5.75548  -0.057
C: 3.26737 0.03025 -5.17573  -0.646
C: 2.77976 2.59005 -5.18111  -0.052
Se: 1.72649 2.64953 -3.54099  -0.511
C: 2.88797 3.73602 -5.95469  -0.070
C: 2.37911 5.07924 -5.42973  -0.639
C: 3.59227 3.74480 -7.23644  -0.224
H: 5.88937 1.93281 -8.98939  0.215
H: 5.53209 3.69115 -9.01788  0.210
H: 4.58815 2.58166 -9.93701  0.214
H: 4.24027 0.43814 -7.32480  0.192
H: 4.17508 -0.45788 -5.38235  0.212
H: 2.58604 -0.54132 -5.75287  0.210
H: 2.84440 -0.02339 -4.13442  0.220
H: 1.36450 5.38376 -5.55148  0.217
H: 3.01232 5.81151 -5.87013  0.201
H: 2.45487 5.08498 -4.36902  0.230
H: 3.76617 4.70973 -7.67280  0.193



# 3
Computed, not measured: C29H25BF2HfN2PTe as an isolated structure at a distorted geometry, with ωB97M-V/def2-TZVPD.

Results
Lowest unoccupied orbital energy = -0.4360 Ha
Kohn-Sham gap = 5.339 eV
Total charge = +3
Electronic energy = -57430.2187 eV

Each line ends with the natural charge from an NBO analysis.
Cartesian coordinates (Å):
Hf: 14.12284 8.73446 9.13372  1.811
N: 15.62144 10.36393 11.75683  -0.843
P: 15.62327 8.56079 11.67649  1.133
C: 15.75240 8.23783 13.44926  -0.402
C: 14.94410 7.29248 14.11181  -0.210
C: 15.18034 7.04824 15.47175  -0.172
C: 16.07665 7.81656 16.19404  -0.154
C: 16.81896 8.79007 15.57059  -0.183
C: 16.56521 9.06818 14.23524  -0.137
C: 13.90804 8.14484 11.38106  -0.605
C: 13.60881 6.97364 10.60250  -0.478
C: 12.25862 6.53906 10.43858  -0.107
C: 11.26886 7.05689 11.32495  -0.021
C: 11.61529 8.19036 12.10100  -0.170
C: 12.86679 8.67840 12.17239  -0.077
C: 15.29266 11.19253 10.76727  0.412
C: 15.21299 12.55429 11.00908  -0.245
C: 14.95979 13.45445 9.97310  -0.056
C: 14.92596 12.90926 8.69743  -0.236
C: 14.94679 11.54506 8.50329  0.038
N: 15.05308 10.68446 9.52703  -0.705
H: 16.05510 10.81853 12.57418  0.451
H: 14.21081 6.72207 13.59253  0.206
H: 14.58557 6.28872 16.00188  0.252
H: 16.09123 7.63414 17.27875  0.261
H: 17.60027 9.37475 16.18882  0.271
H: 17.11144 9.88418 13.70916  0.195
H: 14.35408 6.13844 10.62725  0.351
H: 12.10333 5.80252 9.66441  0.272
H: 10.25485 6.68406 11.34687  0.262
H: 10.83173 8.67475 12.70029  0.271
H: 13.15484 9.35925 12.94744  0.270
H: 15.38000 12.84856 12.06865  0.256
H: 14.84779 14.49994 10.16590  0.271
H: 14.91728 13.51880 7.78931  0.270
H: 15.00081 11.06249 7.52713  0.231
F: 15.67554 5.90498 7.81505  -0.463
B: 15.40393 7.23694 8.28866  0.610
F: 16.40420 8.07236 7.92236  -0.447
Te: 11.65132 9.43670 7.75945  0.601
C: 9.53915 8.80588 7.90888  -0.142
C: 9.03840 8.45813 9.18016  -0.275
C: 7.82446 7.77564 9.31000  -0.197
C: 7.11846 7.50173 8.15694  -0.144
C: 7.49942 7.97928 6.90469  -0.172
C: 8.69471 8.65629 6.78782  -0.227
C: 11.14976 11.41654 8.35157  -0.275
C: 11.82729 12.51979 7.79498  -0.164
C: 11.43787 13.80173 8.07973  -0.232
C: 10.45358 13.98694 9.00799  -0.139
C: 9.80577 12.93676 9.63085  -0.192
C: 10.16524 11.64875 9.30906  -0.243
H: 9.65815 8.71042 10.05449  0.198
H: 7.46265 7.54474 10.30301  0.246
H: 6.18622 6.92433 8.28447  0.257
H: 6.83296 7.88108 6.03987  0.270
H: 9.11750 8.92731 5.82101  0.247
H: 12.58857 12.35194 7.03509  0.209
H: 11.88472 14.63662 7.48506  0.256
H: 10.08407 14.98721 9.23844  0.249
H: 8.90656 13.14580 10.18486  0.253
H: 9.56226 10.80647 9.71176  0.232



Question: What is the formula in the first record?
Answer: C29H24FeO7S2